DFT (ωB97M-V/def2-TZVPD) results for a single C6H7N3O molecule.

Computed properties:
DFT total energy	-12846.61494	eV
orbital gap (spin up / spin down)	8.129 / 6.945	eV
ΔE to the lowest compared entry with this formula, charge and spin	623.5	kJ/mol

Positions of all 17 atoms, in Å:
C: -3.44677 -1.32784 0.48715
C: -3.38138 0.82110 0.40818
C: -2.17839 -0.95068 0.05828
C: -1.14730 1.30164 -0.51740
C: 0.23136 1.11634 -0.53007
C: 2.78717 -0.96936 0.37928
N: -4.18226 -0.18757 0.67240
N: -2.15424 0.41998 -0.07212
N: 0.87011 0.07152 0.04165
O: 2.17636 0.14421 -0.29298
H: -3.76574 -2.35831 0.70769
H: -3.59091 1.90037 0.43632
H: -1.46221 2.15133 -1.13525
H: 1.00910 1.82220 -0.99645
H: 2.91798 -0.65540 1.41452
H: 3.77232 -1.02258 -0.05504
H: 2.17954 -1.77347 0.36910

Forces on atoms 1 to 3 (eV/Å):
1.8 -0.6 -0.3
-0.5 0.5 -0.8
-1.1 -0.1 0.1

These are the Löwdin partial charges, in e, on atoms 1 to 4: -0.1799 -0.1820 0.0890 -0.0474

DFT (ωB97M-V/def2-TZVPD) results for a 2-piece molecular cluster, C3H10OSSi overall.

Computed properties:
DFT total energy	-24030.19252	eV
orbital gap	9.054	eV
SMILES	C=C[SiH3].CSO
ΔE to the lowest compared entry with this formula, charge and spin	415.1	kJ/mol

Positions of all 16 atoms, in Å:
C: 1.45254 1.21450 0.63210
C: -1.99225 1.08896 -0.62528
C: 1.73478 0.30919 -0.28236
O: -2.75800 -1.42628 0.37004
Si: 2.40680 -1.40721 0.09685
S: -2.94238 0.23568 0.66609
H: -3.53623 -1.97634 0.37430
H: 1.59844 0.94017 1.69786
H: 0.89808 2.19620 0.29083
H: -2.82739 1.37739 -1.36892
H: -1.13276 0.54769 -0.91799
H: -1.89571 2.05878 -0.07374
H: 1.52869 0.52805 -1.34949
H: 2.66907 -2.35680 -1.18450
H: 1.31289 -2.24334 0.67621
H: 3.48342 -1.08662 0.99800

Forces on atoms 1 to 3 (eV/Å):
-1.4 1.4 0.0
-4.3 1.5 0.3
0.1 -0.7 -1.8

These are the Löwdin partial charges, in e, on atoms 1 to 4: -0.1187 -0.4022 -0.4297 -0.4910

DFT (ωB97M-V/def2-TZVPD) results for a single C3H8N4O molecule.

Computed properties:
DFT total energy	-11244.21303	eV
orbital gap	8.150	eV
ΔE to the lowest compared entry with this formula, charge and spin	522.0	kJ/mol

Positions of all 16 atoms, in Å:
C: -1.84152 0.92371 0.64981
C: -0.31635 -0.38352 -0.64219
C: 1.12608 0.14232 -0.31891
N: -0.81952 -1.62538 -0.20976
N: 2.20699 -0.55313 0.22088
O: 0.74290 -0.30764 -1.61464
N: -0.94979 0.83367 -0.48897
N: 0.76495 1.39929 0.18903
H: -1.47081 -2.02002 -0.87888
H: -0.06576 -2.28392 -0.04948
H: 2.68154 -0.09430 0.98467
H: 2.81795 -0.99990 -0.45002
H: 1.41715 2.10779 -0.17691
H: -2.80480 0.48039 0.36748
H: -1.47432 0.40507 1.54050
H: -2.01467 1.97556 0.87736

Forces on atoms 1 to 3 (eV/Å):
0.1 0.1 0.2
2.3 -0.9 1.5
-2.0 -2.5 0.3

These are the Löwdin partial charges, in e, on atoms 1 to 4: -0.1145 -0.5436 -0.5987 0.1357

DFT (ωB97M-V/def2-TZVPD) results for C3H4N2O3 as an isolated structure.

Computed properties:
DFT total energy	-12292.16570	eV
orbital gap	7.777	eV
ΔE to the lowest compared entry with this formula, charge and spin	659.0	kJ/mol

Positions of all 12 atoms, in Å:
C: -0.75933 0.37229 -0.70667
C: 0.51265 1.35330 0.45251
C: -0.04003 -0.59862 -0.12083
H: -2.31565 0.65514 -2.16013
H: 0.97068 2.26868 0.85240
H: 2.02664 -1.39458 1.33391
H: -0.48656 -2.52980 -0.69574
N: -0.36233 1.54752 -0.44563
N: 0.74884 0.11248 0.64851
O: -1.66245 -0.02561 -1.64180
O: 1.80528 -0.25776 1.38760
O: -0.29039 -1.88929 0.44162

Forces on atoms 1 to 3 (eV/Å):
-3.6 -3.0 -4.3
3.0 5.6 2.1
-0.8 -4.0 1.9

These are the Löwdin partial charges, in e, on atoms 1 to 4: -0.4444 -0.1904 -0.2962 0.1974

DFT (ωB97M-V/def2-TZVPD) results for a 8-piece molecular cluster, H16O8 overall.

Computed properties:
DFT total energy	-16639.91194	eV
orbital gap	10.817	eV
SMILES	O.O.O.O.O.O.O.O
ΔE to the lowest compared entry with this formula, charge and spin	202.5	kJ/mol

Positions of all 24 atoms, in Å:
O: -3.33377 -0.95613 0.03516
H: -3.82503 -0.17992 0.32000
H: -2.57200 -1.00540 0.62661
O: -0.20497 -0.53612 0.64199
H: -0.46692 0.39159 0.76519
H: -0.28006 -0.69203 -0.31108
O: -0.60816 2.34588 0.93744
H: -0.95404 2.68488 1.77222
H: -1.00190 2.89403 0.24781
O: 0.92047 -2.30486 -1.91878
H: 1.73524 -2.10699 -1.44542
H: 0.61639 -3.13453 -1.53485
O: 2.21596 0.89529 -1.39906
H: 2.68007 0.05989 -1.49845
H: 2.02654 0.96227 -0.45346
O: 0.22079 -1.98333 3.17049
H: -0.49779 -2.62219 3.16145
H: -0.00962 -1.34313 2.47955
O: -1.22502 -0.35442 -2.95011
H: -0.26434 -0.38575 -2.85870
H: -1.38658 -0.48038 -3.88964
O: 2.33404 2.32580 1.33993
H: 1.37773 2.28433 1.18111
H: 2.50295 3.24121 1.58061

Forces on atoms 1 to 3 (eV/Å):
0.0 0.0 0.2
0.0 0.0 0.0
0.0 0.0 -0.1

These are the Löwdin partial charges, in e, on atoms 1 to 4: -0.0575 0.0297 0.0067 -0.0600

DFT (ωB97M-V/def2-TZVPD) results for a 3-piece molecular cluster, C22H39N2O10 overall.

Computed properties:
charge	-1
DFT total energy	-46898.19062	eV
orbital gap	8.071	eV

Positions of all 73 atoms, in Å:
C: 4.36873 -0.27774 -3.42242
C: 3.12491 -0.39054 -4.29125
O: 2.04134 -0.78169 -3.45434
C: 1.13290 -1.68364 -4.05042
C: -0.23528 -1.24270 -3.67780
N: -1.33332 -1.07873 -3.37968
C: 1.44476 -3.15128 -3.62687
C: 2.01323 -3.10616 -2.26133
N: 2.52985 -3.07652 -1.23551
C: 0.24026 -4.09631 -3.68088
C: 0.43729 -5.31110 -2.75744
C: 1.63290 -6.15478 -3.02556
O: 0.23087 -6.56951 -3.32749
C: 2.55515 -3.61527 -4.68654
O: 2.07921 -3.87449 -5.80366
O: 3.72944 -3.59373 -4.29508
H: 5.15017 0.30049 -3.91695
H: 4.75880 -1.28156 -3.24776
H: 4.10354 0.15018 -2.45525
H: 2.89855 0.55850 -4.79448
H: 3.32376 -1.12894 -5.07148
H: 1.22320 -1.65216 -5.13923
H: -0.67374 -3.62992 -3.30549
H: 0.07199 -4.50390 -4.67298
H: 0.15004 -5.18122 -1.71773
H: 1.98663 -6.82067 -2.25245
H: 2.10991 -6.06726 -3.99070
C: 2.12747 4.97488 1.87566
O: 1.22895 4.38605 0.96805
C: 1.09939 5.12335 -0.23646
C: 0.71595 4.22737 -1.39425
O: 1.78138 3.45932 -1.92233
C: 2.23946 2.34961 -1.15643
C: 1.29711 1.17005 -1.13952
O: 0.20439 1.42372 -0.26668
C: -0.95842 0.71874 -0.65404
H: 1.76897 5.95424 2.21712
H: 2.21066 4.31037 2.73419
H: 3.12123 5.09319 1.42738
H: 2.03986 5.63453 -0.47580
H: 0.31380 5.87994 -0.09728
H: 0.40907 4.87868 -2.21697
H: -0.13894 3.60005 -1.13347
H: 2.50063 2.65380 -0.14025
H: 3.15886 2.02909 -1.65129
H: 1.83875 0.28464 -0.78434
H: 0.94081 0.97296 -2.15439
H: -1.24541 0.96361 -1.67961
H: -1.76460 1.02275 0.01406
H: -0.80814 -0.36178 -0.56841
C: -4.56390 -0.20196 7.45065
O: -3.60187 -0.19394 6.42479
C: -3.52751 -1.43015 5.73245
C: -3.04500 -1.23899 4.31211
O: -4.02991 -0.73338 3.42606
C: -4.37144 0.63955 3.52929
C: -3.32014 1.58240 2.98817
O: -2.24321 1.71772 3.89603
C: -1.02172 2.03192 3.25298
H: -4.30338 -0.91856 8.23936
H: -4.59624 0.79831 7.87947
H: -5.55836 -0.44746 7.05855
H: -4.51050 -1.91611 5.71364
H: -2.82201 -2.08533 6.26177
H: -2.79811 -2.22781 3.91935
H: -2.13489 -0.63722 4.28362
H: -4.64820 0.90741 4.55155
H: -5.26201 0.75173 2.90620
H: -3.77575 2.57120 2.83378
H: -2.96392 1.20444 2.02349
H: -0.76573 1.28101 2.49867
H: -0.24348 2.03828 4.01434
H: -1.06908 3.01851 2.77947

Forces on atoms 1 to 3 (eV/Å):
-0.1 -0.4 -0.1
0.7 0.2 -0.2
-0.1 -0.1 -0.4

These are the Löwdin partial charges, in e, on atoms 1 to 4: -0.0556 -0.2362 -0.1382 -0.2565

DFT (ωB97M-V/def2-TZVPD) results for a single C8H13N3O6 molecule.

Computed properties:
DFT total energy	-25263.36584	eV
orbital gap	10.136	eV
SMILES	NC(=O)C[C@H](NC(=O)[C@@H](N)CC(=O)O)C(=O)O
ΔE to the lowest compared entry with this formula, charge and spin	109.0	kJ/mol

Positions of all 30 atoms, in Å:
C: -2.22214 -0.64255 -0.81369
C: -0.84742 -0.13664 -0.37211
C: -3.21141 -0.43734 0.35914
C: -3.88988 0.92376 0.23077
C: 1.52311 -0.49333 -0.49934
C: 1.48232 -0.89480 1.03089
C: 2.17681 0.84376 -0.67146
C: 3.71517 0.66361 -0.51307
H: -2.68263 -2.55820 -1.59725
H: -1.63970 -2.68216 -0.32132
H: -2.55509 -0.07594 -1.71612
H: -4.14670 -1.08528 0.33311
H: -2.69030 -0.52150 1.36874
H: -2.17516 1.56204 0.65072
H: -0.15534 -1.64458 -1.20030
H: 2.20621 -1.27129 -0.94404
H: 1.99618 1.32950 -1.61906
H: 1.93341 1.54104 0.19948
H: 5.41223 1.63372 -0.23763
H: 3.94832 2.65178 0.10358
H: 2.16655 -0.73842 2.78515
N: -1.94505 -2.06502 -1.10876
N: 0.21347 -0.70784 -0.96824
N: 4.39389 1.81860 -0.34516
O: -0.69240 0.78366 0.47654
O: -5.05645 1.06562 -0.08254
O: -3.05445 1.91219 0.38170
O: 0.63656 -1.63318 1.47703
O: 4.17329 -0.47968 -0.76341
O: 2.41676 -0.45108 1.84107

Forces on atoms 1 to 3 (eV/Å):
0.3 -1.3 1.2
0.9 3.0 1.3
-1.7 -0.3 0.8

These are the Löwdin partial charges, in e, on atoms 1 to 4: -0.2401 -0.3874 -0.0570 -0.5786

- What is the DFT total energy in the fifth record?
  -16639.91194 eV